No. 1
# C2H11N2

2 unconnected molecules or ions with the total composition C2H11N2 in a non-equilibrium geometry (ωB97M-V/def2-TZVPD, OMol25).

Results
Total energy = -191.50938 hartree
Kohn-Sham gap (spin up / spin down) = 0.5053 / 0.2637 Ha
HOMO (spin up / spin down) = -0.822 / -0.823 hartree
Energy relative to the best compared isomer or geometry (same formula, charge and spin) = 0.0 kcal/mol

ORCA input file:
```
! wB97M-V def2-TZVPD RIJCOSX def2/J DEFGRID3
* xyz 2 2
N 1.13255 -1.94286 0.73194
H 0.62288 -2.49199 1.44413
H -0.14050 1.40949 0.99756
H 2.02298 -1.48088 0.97381
H 1.27037 -2.45435 -0.15274
C -1.67224 0.35557 -0.01793
N -0.21144 0.69467 0.26317
C 0.51402 1.24051 -0.92296
H -1.86967 0.64588 -1.04011
H -1.76005 -0.73281 -0.05023
H -2.28263 0.70861 0.80154
H 0.29976 -0.11479 0.67091
H 0.14559 2.23705 -1.15863
H 0.34657 0.63648 -1.80979
H 1.58182 1.28943 -0.73067
*
```

=====

No. 2
# C24H27AuBr4Cl5O6SSi

A molecular structure, C24H27AuBr4Cl5O6SSi in a non-equilibrium geometry (ωB97M-V/def2-TZVPD, OMol25).

Results
Total energy = -14802.77412 hartree
Kohn-Sham gap (spin up / spin down) = 0.1572 / 0.1446 Ha
HOMO (spin up / spin down) = -0.174 / -0.177 hartree
Energy relative to the best compared isomer or geometry (same formula, charge and spin) = 47.1 kcal/mol

ORCA input file:
```
! wB97M-V def2-TZVPD RIJCOSX def2/J DEFGRID3
* xyz -1 1
Au 0.03788 0.12460 -0.14802
Br -6.21506 0.49873 3.53147
C -4.83963 0.00031 2.34807
C -5.03154 -1.08978 1.46150
Br -6.66587 -2.02193 1.45672
C -4.02639 -1.46317 0.59626
Br -4.22379 -2.94479 -0.55267
C -2.78220 -0.77809 0.53746
O -1.90355 -1.07343 -0.31787
C -2.54815 0.30027 1.51979
O -1.43011 0.84664 1.60712
C -3.63976 0.66917 2.36245
Br -3.32944 2.12286 3.51451
Cl 5.39826 0.76538 4.50866
C 4.21218 0.13661 3.42632
C 3.90942 0.80843 2.24436
Cl 4.75412 2.25471 1.84133
C 2.93811 0.31202 1.38957
Cl 2.56933 1.14762 -0.07985
C 2.18621 -0.85833 1.66703
O 1.26951 -1.32852 0.89903
C 2.55104 -1.52657 2.86467
Cl 1.70904 -2.98249 3.22923
C 3.53273 -1.04661 3.71783
Cl 3.92448 -1.91058 5.15352
C -4.51217 2.60747 -1.56218
C -3.68040 3.87342 -1.75818
C -4.53895 4.99742 -2.33213
C -3.08574 4.31592 -0.42272
O -2.65289 3.65748 -2.73779
Si -1.64442 2.43259 -3.09424
S -0.45990 2.07436 -1.33236
O -2.54740 1.21370 -3.62717
C -2.43520 0.04354 -4.43253
C -2.81368 -1.14471 -3.56328
C -1.01514 -0.10613 -4.96858
C -3.42908 0.20911 -5.57991
O -0.68836 2.95407 -4.30415
C 0.47796 3.78585 -4.40309
C 1.72307 2.93209 -4.16712
C 0.41467 4.97135 -3.44090
C 0.48133 4.31238 -5.83625
H -5.34507 2.81075 -0.88734
H -3.88956 1.81840 -1.13448
H -4.89660 2.25359 -2.51972
H -5.33884 5.26055 -1.63814
H -4.97427 4.68761 -3.28362
H -3.91344 5.87372 -2.50761
H -3.88741 4.53862 0.28501
H -2.47372 5.21008 -0.55812
H -2.45578 3.53677 -0.00199
H -2.15151 -1.20180 -2.70064
H -2.73741 -2.07846 -4.12411
H -3.84014 -1.03718 -3.20842
H -0.31772 -0.22026 -4.13541
H -0.74023 0.78625 -5.53115
H -0.94417 -0.98135 -5.61545
H -4.43037 0.37456 -5.18017
H -3.44487 -0.68505 -6.20578
H -3.15157 1.06926 -6.19168
H 1.69554 2.50176 -3.16841
H 2.62673 3.53731 -4.26603
H 1.75681 2.11957 -4.89579
H 0.45569 4.63237 -2.40701
H -0.52339 5.50901 -3.59055
H 1.25211 5.64582 -3.62549
H 0.49373 3.48376 -6.54578
H 1.36290 4.93407 -6.00051
H -0.41324 4.91176 -6.01267
*
```

=====

No. 3
# C32H54N7O5

5 unconnected molecules or ions with the total composition C32H54N7O5 in a non-equilibrium geometry (ωB97M-V/def2-TZVPD, OMol25).

Results
Total energy = -2010.61224 hartree
Kohn-Sham gap = 0.2701 Ha
HOMO = -0.429 hartree
Energy relative to the best compared isomer or geometry (same formula, charge and spin) = 116.3 kcal/mol

ORCA input file:
```
! wB97M-V def2-TZVPD RIJCOSX def2/J DEFGRID3
* xyz 1 1
C -0.60733 -2.90433 -5.05257
C -0.03834 -3.67202 -3.75929
N -1.06850 -3.92265 -2.68935
C -0.68848 -3.27114 -1.41614
C -0.35521 -4.10124 -0.14279
N 0.01058 -3.46621 1.09599
C 0.07520 -2.01915 1.29925
O 0.40896 -1.60731 2.59838
C 1.32466 -0.47379 2.61943
C 2.65780 -0.74278 3.52896
N 3.81344 -0.11828 2.79161
C 4.59971 -1.14500 2.04311
C 5.41742 -0.55681 0.78637
C 4.49322 0.00375 -0.40977
O 6.17785 -1.68128 0.22239
C -0.27319 -1.11732 0.09391
C -0.63551 -1.71801 -1.29033
C -0.93094 -0.69218 -2.48860
O 0.07868 -0.32584 -3.15534
O -2.24934 -0.26504 -2.74162
C -2.31554 1.15772 -3.00502
C -2.05559 1.96965 -1.50713
C -0.44658 2.32721 -1.19685
O -1.55275 3.39384 -1.61739
H -1.75210 -2.73963 -4.95406
H -0.36647 -3.48704 -6.01785
H -0.15701 -1.85361 -5.19951
H 0.46899 -4.64745 -4.11401
H 0.81129 -3.03086 -3.29949
H -2.00832 -3.62932 -2.99452
H -0.40418 -5.24157 -0.20681
H 0.21229 -4.09533 1.89712
H 0.76858 0.37871 3.17191
H 1.71867 -0.14103 1.60282
H 2.82240 -1.86971 3.66697
H 2.56479 -0.17626 4.53371
H 4.39805 0.44489 3.42018
H 3.93218 -1.99753 1.62888
H 5.39998 -1.56573 2.77179
H 6.16832 0.24408 1.09882
H 4.75958 -0.56096 -1.38429
H 4.78170 1.09838 -0.61037
H 3.37059 -0.14554 -0.23068
H 5.92220 -2.47648 0.73676
H -0.25229 0.01997 0.25564
H -1.50779 1.56519 -3.69611
H -3.37418 1.52007 -3.24673
H -2.74468 1.65162 -0.57262
H 0.32725 2.12076 -2.00244
H -0.21268 2.46381 -0.08250
C 7.19274 2.82060 -3.66595
C 8.54258 2.57554 -2.99974
C 8.42821 1.77864 -1.69807
C 7.58087 2.53067 -0.71101
N 6.90966 3.13382 0.07565
H 6.53358 3.42012 -3.03259
H 7.32553 3.36605 -4.60329
H 6.68891 1.87529 -3.89039
H 9.02120 3.54015 -2.80289
H 9.18884 2.03192 -3.69493
H 9.41973 1.61797 -1.26735
H 7.97679 0.80005 -1.88496
C -6.65798 2.85724 0.35077
C -6.16839 2.97987 1.79022
C -4.64198 2.99252 1.90150
C -4.08064 1.71232 1.35402
N -3.63848 0.70155 0.92245
H -6.34067 1.91485 -0.10412
H -7.74978 2.88142 0.31776
H -6.28043 3.68061 -0.26333
H -6.57557 2.14905 2.37519
H -6.56478 3.90261 2.22313
H -4.34225 3.09515 2.94785
H -4.22304 3.83550 1.34396
C -4.96784 -3.77577 -1.80254
C -5.59160 -2.42577 -2.14140
C -6.23158 -2.39728 -3.53172
C -5.19083 -2.67562 -4.57921
N -4.36986 -2.89347 -5.40277
H -4.15252 -4.02652 -2.48675
H -4.54998 -3.75801 -0.79267
H -5.71343 -4.57504 -1.84841
H -4.82043 -1.65123 -2.07241
H -6.35334 -2.18846 -1.39324
H -6.67495 -1.41657 -3.72143
H -7.02372 -3.14741 -3.60600
C -0.56930 0.77492 6.73982
C -0.33375 2.18682 6.21268
C -1.56979 3.08145 6.33230
C -2.70224 2.49820 5.53544
N -3.59314 2.03878 4.90740
H -1.34245 0.25483 6.16798
H 0.34586 0.18252 6.66106
H -0.87270 0.79434 7.79072
H -0.01988 2.12670 5.16516
H 0.49054 2.64146 6.76969
H -1.34716 4.08280 5.95522
H -1.87795 3.17361 7.37734
*
```

=====

No. 4
# C4H8O4Si

A molecular structure, C4H8O4Si in a non-equilibrium geometry (ωB97M-V/def2-TZVPD, OMol25).

Results
Total energy = -747.73981 hartree
Kohn-Sham gap = 0.3024 Ha
HOMO = -0.291 hartree
Energy relative to the best compared isomer or geometry (same formula, charge and spin) = 12.9 kcal/mol

ORCA input file:
```
! wB97M-V def2-TZVPD RIJCOSX def2/J DEFGRID3
* xyz 0 1
C 3.70130 0.06997 -0.15656
C 2.39764 -0.07717 0.05762
C -1.94476 -1.11183 0.42020
C -2.60798 -0.27059 -0.69892
O -0.97118 -0.30210 1.03775
O -1.73888 0.79582 -1.02004
O -0.37600 2.38556 0.76116
O 1.50564 0.57793 -0.67512
Si -0.58127 0.95550 0.08967
H 4.42615 -0.50043 0.39068
H 4.05814 0.74222 -0.91724
H 2.02541 -0.75826 0.82039
H -2.66774 -1.41530 1.17602
H -1.45283 -1.99350 0.00094
H -2.79609 -0.85864 -1.59640
H -3.54472 0.16979 -0.34448
H 0.51143 2.74256 0.78381
*
```

=====

Repeat the second record exactly.
# C24H27AuBr4Cl5O6SSi

A molecular structure, C24H27AuBr4Cl5O6SSi in a non-equilibrium geometry (ωB97M-V/def2-TZVPD, OMol25).

Results
Total energy = -14802.77412 hartree
Kohn-Sham gap (spin up / spin down) = 0.1572 / 0.1446 Ha
HOMO (spin up / spin down) = -0.174 / -0.177 hartree
Energy relative to the best compared isomer or geometry (same formula, charge and spin) = 47.1 kcal/mol

ORCA input file:
```
! wB97M-V def2-TZVPD RIJCOSX def2/J DEFGRID3
* xyz -1 1
Au 0.03788 0.12460 -0.14802
Br -6.21506 0.49873 3.53147
C -4.83963 0.00031 2.34807
C -5.03154 -1.08978 1.46150
Br -6.66587 -2.02193 1.45672
C -4.02639 -1.46317 0.59626
Br -4.22379 -2.94479 -0.55267
C -2.78220 -0.77809 0.53746
O -1.90355 -1.07343 -0.31787
C -2.54815 0.30027 1.51979
O -1.43011 0.84664 1.60712
C -3.63976 0.66917 2.36245
Br -3.32944 2.12286 3.51451
Cl 5.39826 0.76538 4.50866
C 4.21218 0.13661 3.42632
C 3.90942 0.80843 2.24436
Cl 4.75412 2.25471 1.84133
C 2.93811 0.31202 1.38957
Cl 2.56933 1.14762 -0.07985
C 2.18621 -0.85833 1.66703
O 1.26951 -1.32852 0.89903
C 2.55104 -1.52657 2.86467
Cl 1.70904 -2.98249 3.22923
C 3.53273 -1.04661 3.71783
Cl 3.92448 -1.91058 5.15352
C -4.51217 2.60747 -1.56218
C -3.68040 3.87342 -1.75818
C -4.53895 4.99742 -2.33213
C -3.08574 4.31592 -0.42272
O -2.65289 3.65748 -2.73779
Si -1.64442 2.43259 -3.09424
S -0.45990 2.07436 -1.33236
O -2.54740 1.21370 -3.62717
C -2.43520 0.04354 -4.43253
C -2.81368 -1.14471 -3.56328
C -1.01514 -0.10613 -4.96858
C -3.42908 0.20911 -5.57991
O -0.68836 2.95407 -4.30415
C 0.47796 3.78585 -4.40309
C 1.72307 2.93209 -4.16712
C 0.41467 4.97135 -3.44090
C 0.48133 4.31238 -5.83625
H -5.34507 2.81075 -0.88734
H -3.88956 1.81840 -1.13448
H -4.89660 2.25359 -2.51972
H -5.33884 5.26055 -1.63814
H -4.97427 4.68761 -3.28362
H -3.91344 5.87372 -2.50761
H -3.88741 4.53862 0.28501
H -2.47372 5.21008 -0.55812
H -2.45578 3.53677 -0.00199
H -2.15151 -1.20180 -2.70064
H -2.73741 -2.07846 -4.12411
H -3.84014 -1.03718 -3.20842
H -0.31772 -0.22026 -4.13541
H -0.74023 0.78625 -5.53115
H -0.94417 -0.98135 -5.61545
H -4.43037 0.37456 -5.18017
H -3.44487 -0.68505 -6.20578
H -3.15157 1.06926 -6.19168
H 1.69554 2.50176 -3.16841
H 2.62673 3.53731 -4.26603
H 1.75681 2.11957 -4.89579
H 0.45569 4.63237 -2.40701
H -0.52339 5.50901 -3.59055
H 1.25211 5.64582 -3.62549
H 0.49373 3.48376 -6.54578
H 1.36290 4.93407 -6.00051
H -0.41324 4.91176 -6.01267
*
```

=====

Question: The lowest energy relative to the best compared isomer or geometry (same formula, charge and spin) belongs to which entry?
Answer: C2H11N2

=====

Question: What is the formula in the fourth record?
Answer: C4H8O4Si